1.
Molecular formula: C13H33ClNO2PbSSi3
Method: DFT, wB97M-V/def2-TZVPD

CARTESIAN COORDINATES (ANGSTROEM)
Pb  -1.40  -0.01  -0.69
C  -1.77  -0.61  3.26
O  -1.14  -0.39  2.00
Si  0.50  -0.05  1.79
C  0.78  1.70  2.31
C  1.53  -1.17  2.82
C  0.68  -0.35  -0.09
Si  0.93  -2.22  -0.56
C  0.60  -2.52  -2.37
C  -0.29  -3.25  0.40
C  2.68  -2.69  -0.18
Si  1.81  0.92  -1.01
C  1.10  2.65  -0.93
C  2.05  0.49  -2.79
C  3.44  0.86  -0.10
H  -1.27  -1.42  3.80
H  -2.80  -0.91  3.07
H  -1.75  0.29  3.87
H  0.69  1.76  3.40
H  0.06  2.40  1.87
H  1.78  2.05  2.05
H  1.33  -0.96  3.88
H  2.59  -0.98  2.66
H  1.34  -2.23  2.65
H  -0.27  -1.99  -2.77
H  0.42  -3.59  -2.49
H  1.45  -2.26  -2.99
H  -1.29  -3.21  -0.04
H  -0.39  -2.97  1.45
H  0.02  -4.29  0.35
H  3.39  -2.08  -0.73
H  2.83  -3.73  -0.52
H  2.93  -2.65  0.88
H  0.01  2.71  -0.94
H  1.46  3.20  -1.80
H  1.44  3.19  -0.04
H  1.11  0.27  -3.31
H  2.72  -0.37  -2.92
H  2.51  1.34  -3.29
H  3.33  0.72  0.98
H  3.98  1.80  -0.25
H  4.08  0.06  -0.47
O  -2.75  0.63  -4.80
C  -2.21  0.56  -3.77
N  -1.62  0.51  -2.73
Cl  -3.40  -1.29  -0.46
C  -3.84  1.76  1.25
S  -2.55  2.28  0.11
C  -3.52  2.68  -1.35
H  -4.38  0.90  0.87
H  -4.51  2.61  1.39
H  -3.36  1.52  2.20
H  -4.06  3.60  -1.16
H  -4.21  1.86  -1.58
H  -2.83  2.81  -2.18

- total charge = +1
- LUMO energy (Ha) = -0.16166
- Kohn-Sham gap (eV) = 8.71

---

2.
Molecular formula: C12H30BCoF4N2O4
Method: DFT, wB97M-V/def2-TZVPD

CARTESIAN COORDINATES (ANGSTROEM)
Co  -0.19  -0.13  0.29
B  -3.29  -1.33  1.53
F  -3.68  -2.47  0.88
F  -4.16  -0.28  1.36
F  -3.20  -1.65  2.85
F  -2.04  -0.99  1.02
C  1.17  1.74  -2.25
O  0.72  0.53  -1.70
C  0.78  -0.52  -2.70
C  0.73  -1.83  -1.95
N  -0.41  -1.87  -0.96
C  -0.35  -3.04  -0.13
C  0.81  -2.78  0.94
O  0.60  -1.55  1.59
C  1.43  -1.44  2.82
H  2.26  1.69  -2.27
H  0.85  2.61  -1.69
H  0.77  2.00  -3.22
H  1.60  -0.59  -3.42
H  -0.10  -0.46  -3.34
H  1.70  -2.08  -1.51
H  0.61  -2.55  -2.75
H  -1.14  -2.07  -1.63
H  -0.11  -3.87  -0.81
H  -1.32  -3.30  0.30
H  1.83  -2.86  0.57
H  0.66  -3.52  1.73
H  1.53  -0.42  3.19
H  2.47  -1.74  2.66
H  1.00  -2.02  3.64
C  -2.44  0.75  -2.18
O  -1.77  0.94  -0.91
C  -1.99  2.25  -0.44
C  -1.78  2.17  1.08
N  -0.53  1.49  1.49
C  0.58  2.45  1.28
C  1.89  1.69  1.41
O  1.90  0.53  0.62
C  3.20  0.18  0.13
H  -2.34  -0.25  -2.59
H  -2.01  1.45  -2.90
H  -3.51  0.96  -2.14
H  -3.04  2.49  -0.57
H  -1.39  3.00  -0.97
H  -2.67  1.73  1.53
H  -1.72  3.20  1.42
H  -0.52  1.37  2.49
H  0.53  3.15  2.11
H  0.75  3.01  0.35
H  2.16  1.62  2.46
H  2.58  2.49  1.14
H  3.55  0.76  -0.73
H  3.11  -0.89  -0.03
H  3.95  0.27  0.91

- multiplicity = 5
- LUMO energy (alpha / beta) (Ha) = 0.00469 / 0.00457
- Kohn-Sham gap (alpha / beta) (eV) = 2.27 / 10.94

---

3.
Molecular formula: C2F3I3NO
Method: DFT, wB97M-V/def2-TZVPD

CARTESIAN COORDINATES (ANGSTROEM)
C  -1.39  0.56  0.20
C  1.42  -0.88  0.34
N  -1.20  -0.64  -0.39
O  -0.75  -0.71  -1.55
F  -2.76  0.82  0.29
F  -1.07  0.59  1.51
F  1.85  -2.04  0.85
I  -0.50  2.36  -0.80
I  2.71  0.69  1.36
I  1.70  -0.76  -1.81

- total charge = -1
- LUMO energy (alpha / beta) (Ha) = 0.09886 / 0.08527
- Kohn-Sham gap (alpha / beta) (eV) = 6.95 / 6.41

---

4.
Molecular formula: C16H31B2F11NO14S2Zr2
Method: DFT, wB97M-V/def2-TZVPD

CARTESIAN COORDINATES (ANGSTROEM)
Zr  -0.57  -0.58  2.87
Zr  1.10  1.20  -1.40
N  -2.27  0.26  2.13
S  -3.22  1.51  2.99
O  -4.65  1.45  3.12
O  -2.60  2.80  2.98
F  -2.85  0.77  4.37
S  -3.43  0.24  1.10
O  -3.60  1.45  0.29
O  -4.52  -0.72  1.26
F  -2.55  -0.69  0.14
B  1.86  -0.48  -2.63
H  2.26  -1.30  -3.20
H  1.28  0.26  -3.17
H  1.26  -0.81  -1.80
H  2.67  0.09  -2.19
B  0.29  0.06  0.51
H  1.33  -0.03  0.22
H  0.19  0.80  1.29
H  -0.34  0.40  -0.29
H  -0.08  -0.86  0.95
O  1.22  3.08  -0.17
C  -0.06  3.74  -0.21
C  -0.83  3.55  -1.59
O  -0.55  2.29  -2.27
H  -0.13  4.79  0.09
H  -0.77  3.23  0.44
H  -0.34  4.33  -2.17
H  -1.88  3.80  -1.46
O  1.63  -1.06  2.97
C  2.40  -0.04  3.58
C  1.52  1.14  4.24
O  0.16  1.31  3.90
H  3.12  -0.45  4.29
H  2.97  0.49  2.82
H  2.07  2.08  4.14
H  1.60  0.89  5.30
C  -3.95  -5.29  -0.07
C  -3.15  -4.31  0.79
O  -1.73  -4.45  0.44
C  -0.79  -3.72  1.05
O  -0.96  -2.83  1.89
C  0.62  -3.96  0.43
F  1.57  -4.05  1.39
F  0.73  -5.02  -0.35
F  0.99  -2.93  -0.25
H  -3.77  -6.36  0.06
H  -3.50  -5.16  -1.06
H  -5.00  -5.02  -0.20
H  -3.18  -4.55  1.85
H  -3.52  -3.29  0.62
C  -3.63  1.36  -3.65
C  -2.38  0.75  -4.39
O  -2.27  -0.65  -4.22
C  -1.65  -1.30  -3.19
O  -1.07  -0.78  -2.22
C  -1.61  -2.87  -3.46
F  -2.44  -3.51  -2.65
F  -1.87  -3.21  -4.72
F  -0.32  -3.21  -3.27
H  -3.62  1.16  -2.58
H  -4.60  0.98  -3.95
H  -3.66  2.44  -3.75
H  -1.42  1.25  -4.24
H  -2.68  0.90  -5.42
C  4.12  3.70  2.00
C  4.53  3.49  0.53
O  5.17  2.18  0.45
C  4.53  1.01  0.18
O  3.39  1.02  -0.32
C  5.36  -0.26  0.32
F  5.78  -0.64  -0.85
F  6.47  0.10  1.08
F  4.69  -1.17  0.98
H  3.73  4.67  2.32
H  4.98  3.57  2.66
H  3.35  2.97  2.23
H  5.27  4.28  0.37
H  3.80  3.73  -0.25

- total charge = +1
- LUMO energy (Ha) = -0.19265
- Kohn-Sham gap (eV) = 6.44

---

ΔE to the lowest compared entry with this formula, charge and spin list, top to bottom, in kcal/mol: 0.0, 14.2, 39.3, 62.1
DFT total energy list, top to bottom, in a.u.: -2640.0172, -2692.7786, -1398.7850, -3774.6201